# C6H10O

A cluster of 2 separate species, C6H10O in total (ωB97M-V/def2-TZVPD, the Open Molecules 2025 dataset).

Calculated values
Multiplicity: 1
SMILES string: C=CC/C=C\C=O.[H][H]
Charge: 0
Kohn-Sham gap (eV): 9.81

CARTESIAN COORDINATES (ANGSTROEM)
C 2.122 0.276 0.209
C 0.971 0.324 0.872
C -0.128 1.352 0.742
C -1.479 0.677 0.670
C -1.858 -0.218 -0.252
C -1.052 -0.555 -1.445
O -0.151 0.132 -1.879
H 2.834 -0.519 0.421
H 2.397 0.981 -0.572
H 0.755 -0.472 1.585
H 0.035 1.994 -0.129
H -0.106 1.987 1.634
H -2.174 0.884 1.484
H -2.809 -0.737 -0.145
H -1.327 -1.501 -1.955
H 1.180 -1.986 -0.586
H 0.791 -2.617 -0.654